# 1
{
  "formula": "C22H46Br18NO4S2",
  "method": "ωB97M-V/def2-TZVPD",
  "orbital_gap_ev": 6.84,
  "e_tot_ha": -48350.11245,
  "largest_force_ev_per_a": 7.34,
  "total_charge": -1,
  "de_lowest_kcal_mol": 100.5,
  "elements": ["C", "C", "C", "C", "S", "O", "O", "N", "S", "O", "O", "H", "H", "H", "H", "H", "H", "H", "H", "H", "H", "Br", "C", "C", "Br", "H", "H", "H", "H", "Br", "C", "C", "Br", "H", "H", "H", "H", "Br", "C", "C", "Br", "H", "H", "H", "H", "Br", "C", "C", "Br", "H", "H", "H", "H", "Br", "C", "C", "Br", "H", "H", "H", "H", "Br", "C", "C", "Br", "H", "H", "H", "H", "Br", "C", "C", "Br", "H", "H", "H", "H", "Br", "C", "C", "Br", "H", "H", "H", "H", "Br", "C", "C", "Br", "H", "H", "H", "H"],
  "coordinates": [[1.94966, 3.18963, 4.69902], [1.50996, 4.05938, 3.36323], [0.91939, 5.56984, 3.75786], [0.54382, 3.24457, 2.31528], [-1.08588, 2.65558, 3.08446], [-1.01459, 1.08102, 3.05708], [-2.20872, 3.05752, 2.10599], [-1.30344, 3.11952, 4.74138], [-2.84440, 3.84732, 5.07542], [-3.71962, 2.99887, 6.07748], [-2.53812, 5.18336, 5.86068], [2.22734, 2.05964, 4.45269], [1.19794, 3.29162, 5.59861], [2.97131, 3.67544, 5.07755], [2.52815, 4.28325, 2.78112], [0.91302, 5.71513, 4.92646], [1.66204, 6.39196, 3.33288], [-0.12702, 5.79542, 3.27990], [0.23826, 4.02157, 1.46230], [1.14570, 2.38290, 1.78275], [-3.60015, 4.23492, 3.96082], [1.97080, 0.26467, 0.59254], [3.84536, 0.59818, 0.16790], [4.73522, 0.30710, 1.35378], [4.63767, 1.73662, 2.67696], [3.91424, 1.63040, -0.18468], [4.07330, -0.08006, -0.66062], [5.78506, 0.27364, 1.04810], [4.48135, -0.62325, 1.86933], [7.80948, 1.27035, -0.24416], [8.41684, -0.21567, -1.35250], [8.02158, -0.01791, -2.79734], [6.13004, -0.40654, -3.07102], [8.01093, -1.12968, -0.91164], [9.50657, -0.22013, -1.24822], [8.55319, -0.72411, -3.44185], [8.19439, 0.99928, -3.15961], [1.59661, -2.10686, -3.37813], [0.36022, -2.10517, -1.86920], [-1.04198, -2.45467, -2.31034], [-1.90125, -0.94299, -3.19370], [0.43523, -1.12289, -1.39590], [0.74901, -2.86469, -1.18336], [-1.67391, -2.67517, -1.44503], [-1.08093, -3.29630, -3.00742], [0.09028, -5.81473, -2.95715], [-1.14818, -7.24475, -2.48090], [-2.52343, -6.99061, -3.05275], [-3.47622, -5.63530, -2.02358], [-1.13843, -7.32594, -1.39102], [-0.71304, -8.15191, -2.91230], [-3.14235, -7.88976, -2.98065], [-2.50563, -6.64908, -4.09141], [0.08299, -6.16232, -9.07346], [0.77594, -6.59846, -7.30283], [0.66549, -8.07883, -7.02140], [-1.16710, -8.57816, -6.57854], [0.23315, -5.97761, -6.58558], [1.82536, -6.28758, -7.32469], [1.25456, -8.34793, -6.13975], [0.97262, -8.70516, -7.86351], [1.43467, 6.58973, 7.47776], [0.60565, 8.30160, 7.91107], [-0.75470, 8.42960, 7.26611], [-0.59883, 8.83009, 5.36369], [1.30693, 9.08241, 7.60602], [0.51672, 8.30533, 9.00217], [-1.30385, 9.27511, 7.69069], [-1.36359, 7.52550, 7.35339], [5.76409, -6.35742, -3.63912], [4.43671, -5.55327, -2.45720], [4.81941, -4.13948, -2.08619], [6.23099, -4.12057, -0.74048], [4.33344, -6.21656, -1.59471], [3.50420, -5.56223, -3.03058], [3.97555, -3.62201, -1.62050], [5.17862, -3.54996, -2.93424], [-3.66533, -0.29678, 0.40148], [-4.49435, 1.41509, 0.83479], [-5.85470, 1.54310, 0.18982], [-5.69883, 1.94358, -1.71259], [-3.79307, 2.19591, 0.52973], [-4.58328, 1.41883, 1.92588], [-6.40385, 2.38861, 0.61440], [-6.46359, 0.63900, 0.27710], [-12.47316, 1.00380, -2.57735], [-10.59860, 1.33731, -3.00200], [-9.70875, 1.04622, -1.81611], [-9.80629, 2.47575, -0.49293], [-10.52973, 2.36952, -3.35457], [-10.37067, 0.65906, -3.83051], [-8.65891, 1.01276, -2.12180], [-9.96261, 0.11588, -1.30057]],
  "mulliken_charge": [-1.07, 0.44, -0.61, 0.13, 1.07, -0.73, -0.67, -0.33, 0.70, -0.64, -0.60, 0.15, 0.33, 0.30, 0.38, -0.10, 0.24, 0.22, 0.39, -0.67, 0.16, -0.19, -0.36, -0.19, -0.14, 0.44, 0.06, -0.08, 0.39, -0.13, -0.42, -0.55, -0.12, 0.20, 0.34, 0.32, 0.37, -0.19, -0.53, -0.39, -0.12, 0.26, 0.39, 0.31, 0.20, -0.08, -0.57, -0.56, -0.14, 0.41, 0.31, 0.38, 0.28, -0.13, -0.51, -0.55, -0.15, 0.29, 0.34, 0.32, 0.40, -0.09, -0.58, -0.55, -0.14, 0.36, 0.32, 0.34, 0.36, -0.16, -0.36, -0.37, -0.16, 0.41, 0.14, 0.14, 0.35, -0.14, -0.64, -0.49, -0.18, 0.35, 0.33, 0.39, 0.38, -0.15, -0.58, -0.40, -0.13, 0.38, 0.35, 0.15, 0.38]
}

***

# 2
{
  "formula": "C22H46EuN2O5P2",
  "method": "ωB97M-V/def2-TZVPD",
  "orbital_gap_ev": [5.96, 5.15],
  "e_tot_ha": -2743.54231,
  "largest_force_ev_per_a": 5.07,
  "total_charge": 2,
  "multiplicity": 8,
  "elements": ["C", "C", "P", "C", "C", "C", "C", "C", "C", "C", "C", "C", "C", "C", "C", "C", "C", "C", "C", "C", "C", "N", "C", "C", "O", "O", "N", "O", "P", "O", "O", "H", "H", "H", "H", "H", "H", "H", "H", "H", "H", "H", "H", "H", "H", "H", "H", "H", "H", "H", "H", "H", "H", "H", "H", "H", "H", "H", "H", "H", "H", "H", "H", "H", "H", "H", "H", "H", "H", "H", "H", "H", "H", "H", "H", "H", "H", "Eu"],
  "coordinates": [[1.98408, -4.64313, 2.85457], [2.53481, -4.16339, 1.59541], [2.20232, -2.44942, 0.83311], [3.69620, -1.67435, -0.09005], [3.81435, -0.10272, 0.14717], [4.59299, 0.50957, -1.12003], [4.20954, 2.01888, -1.41786], [2.64542, 2.28983, -1.48851], [1.87166, 1.29684, -2.47003], [0.26578, 1.55805, -2.50982], [-0.18077, 2.81170, -1.63251], [-1.75481, 3.09312, -1.70044], [-2.01875, 4.47120, -0.89782], [-2.65913, 4.12678, 0.52360], [-1.61454, 3.51655, 1.56269], [-1.71761, 1.93073, 1.74664], [-3.18258, 1.56726, 2.27814], [0.47894, -1.59487, 0.86796], [-0.64879, -2.51320, 1.54382], [-1.92554, -2.50900, 0.59468], [-2.77175, -1.14711, 0.67927], [-3.53741, -0.87587, -0.55564], [-4.70778, -1.72394, -0.67039], [-5.88341, -1.20204, -1.62617], [-4.85152, -2.82476, -0.12857], [2.56397, -1.60641, 2.31708], [3.77878, -1.95877, 2.83666], [3.88229, -1.39525, 3.88187], [1.60536, -3.52008, -1.06710], [1.16224, -2.38255, -2.25912], [2.89970, -4.41148, -1.69434], [2.41135, -4.30856, 3.84365], [1.14161, -5.43259, 2.77245], [3.23695, -4.82807, 0.99653], [3.61162, -1.91837, -1.19574], [4.68041, -2.14487, 0.24995], [2.83200, 0.40800, 0.35720], [4.49766, 0.04213, 1.04473], [5.69865, 0.48492, -0.83863], [4.44872, -0.12998, -2.04644], [4.67074, 2.30173, -2.40893], [4.64425, 2.70169, -0.61982], [2.23677, 2.22126, -0.44024], [2.51840, 3.32883, -1.93772], [1.98632, 0.21544, -2.14324], [2.20940, 1.38585, -3.54840], [-0.26175, 0.63724, -2.09335], [-0.10412, 1.70328, -3.56686], [0.07195, 2.61471, -0.54829], [0.32445, 3.73851, -2.03764], [-1.99966, 3.21359, -2.80807], [-2.37974, 2.27567, -1.23249], [-2.65468, 5.17790, -1.51334], [-1.00880, 4.94219, -0.71299], [-3.54212, 3.44062, 0.31054], [-3.01157, 5.11741, 0.96270], [-1.76002, 3.97468, 2.59770], [-0.56488, 3.81309, 1.24458], [-0.94417, 1.65310, 2.53449], [-1.45476, 1.37185, 0.78884], [-3.21292, 0.56543, 2.79586], [-3.51348, 2.42883, 2.93414], [-3.87243, 1.59695, 1.37204], [0.59259, -0.69315, 1.54812], [0.17203, -1.19428, -0.14414], [-0.91256, -2.15919, 2.61409], [-0.28823, -3.61933, 1.63453], [-2.63021, -3.31852, 0.98897], [-1.63114, -2.71627, -0.47630], [-3.38558, -1.07593, 1.63712], [-1.99452, -0.31149, 0.76569], [-3.91637, 0.08077, -0.44737], [-6.77840, -1.86841, -1.50525], [-6.07419, -0.12740, -1.30205], [-5.47230, -1.24408, -2.68649], [1.61332, -2.70245, -3.07741], [3.69393, -4.29360, -1.12401], [-0.65855, -3.84129, 3.52703]],
  "mulliken_spin": [0.15, 0.75, 0.02, 0.09, 0.02, 0.00, 0.00, 0.00, 0.00, 0.00, 0.00, 0.00, 0.00, 0.00, 0.00, 0.00, 0.00, 0.00, 0.07, 0.00, 0.00, 0.00, 0.00, 0.00, 0.00, 0.02, 0.01, 0.00, 0.69, 0.09, 0.01, 0.02, 0.02, -0.01, 0.00, 0.01, 0.00, 0.00, 0.00, 0.00, 0.00, 0.00, 0.00, 0.00, 0.00, 0.00, 0.00, 0.00, 0.00, 0.00, 0.00, 0.00, 0.00, 0.00, 0.00, 0.00, 0.00, 0.00, 0.00, 0.00, 0.00, 0.00, 0.00, 0.00, -0.01, -0.03, -0.02, 0.00, -0.01, 0.00, -0.01, 0.00, 0.00, 0.00, 0.00, 0.00, 0.01, 5.08]
}